{
  "formula": "C14H24ClFN6O3P",
  "method": "wB97M-V/def2-TZVPD",
  "e_homo_ha": -0.427,
  "mol_weight_g_mol": 409.8,
  "multiplicity": 1,
  "lumo_ev": -2.149,
  "energy_ha": -2003.246608,
  "relative_energy_kcal_mol": 0.0,
  "total_charge": 1,
  "symbols": ["C", "C", "O", "O", "C", "C", "C", "C", "N", "C", "N", "F", "N", "C", "P", "O", "Cl", "H", "H", "H", "H", "H", "H", "H", "H", "H", "H", "H", "H", "H", "H", "H", "C", "C", "N", "H", "H", "H", "C", "C", "N", "H", "H", "H", "C", "C", "N", "H", "H", "H"],
  "xyz": [[-0.15192, -1.45569, 3.43345], [-0.92130, -0.95512, 2.23055], [-1.98568, -0.41467, 2.35893], [-0.29104, -1.13283, 1.04934], [-1.10779, -0.80666, -0.10300], [-0.51433, -1.45743, -1.34367], [0.76732, -0.82824, -1.93955], [1.98929, -1.53875, -1.27154], [2.94376, -0.55317, -0.68132], [2.28623, 0.33196, 0.11626], [2.57638, 0.47386, 1.40710], [3.51033, -0.30316, 1.99255], [1.36306, 1.12046, -0.42399], [0.99436, 0.69494, -1.81089], [-0.27349, 1.83478, -2.64445], [-0.37214, 3.11265, -1.64641], [-2.16069, 0.99255, -2.55487], [0.74901, -0.84271, 3.55933], [0.16483, -2.49462, 3.31386], [-0.76037, -1.35079, 4.32896], [-1.29631, 0.26729, -0.17868], [-2.09193, -1.25790, 0.06305], [-1.29610, -1.48124, -2.10570], [-0.33635, -2.51059, -1.10145], [0.80401, -1.08444, -3.00392], [2.47923, -2.23268, -1.95388], [1.61823, -2.14223, -0.43627], [3.64499, -1.06623, -0.15754], [2.11188, 1.17227, 1.97163], [0.55008, 1.27686, 0.15482], [1.91529, 0.90379, -2.37057], [-0.78441, 2.85410, -0.79652], [-5.06023, 2.47049, -0.14576], [-3.61313, 2.55588, -0.00202], [-2.47492, 2.62386, 0.10870], [-5.48708, 1.96759, 0.72000], [-5.48249, 3.47059, -0.22287], [-5.30728, 1.90791, -1.04487], [-0.87483, -6.16195, -0.39553], [0.01189, -5.47859, -1.33466], [0.70780, -4.94145, -2.07318], [-0.67727, -7.23192, -0.41390], [-0.70673, -5.78649, 0.61221], [-1.91257, -5.98715, -0.67326], [2.48147, 5.62346, 0.93325], [2.16740, 4.24432, 0.57553], [1.92532, 3.15881, 0.28015], [1.80144, 5.96577, 1.71112], [3.50459, 5.68531, 1.29939], [2.37512, 6.26356, 0.05922]],
  "atomic_forces_ev_per_a": [[0.44, 0.01, -0.31], [-0.08, 0.09, 1.23], [-0.11, 0.02, -0.63], [-0.02, 0.14, -0.07], [-0.50, -0.62, -0.18], [-0.23, 0.40, -0.13], [0.58, -0.77, 0.38], [-0.73, -0.09, 0.03], [-0.01, -0.27, 0.62], [0.43, -0.21, -0.40], [-0.68, 0.71, -0.46], [-0.04, -0.03, 0.00], [-1.50, -4.02, -1.15], [-0.32, -0.05, 0.63], [0.77, 1.12, -1.32], [0.04, -1.18, 0.06], [0.01, -0.25, 0.10], [-0.06, -0.17, -0.02], [-0.01, 0.13, -0.05], [-0.05, 0.00, -0.19], [0.25, -0.09, 0.12], [0.09, 0.16, 0.02], [0.07, 0.14, 0.14], [0.17, 0.14, -0.13], [-0.11, 0.21, 0.09], [0.30, 0.40, -0.01], [0.05, 0.00, -0.19], [0.24, 0.25, -0.13], [0.53, -0.05, 0.39], [0.26, 0.62, 0.19], [-0.35, 0.14, -0.25], [-0.26, 0.60, 0.05], [0.03, -0.01, 0.01], [-0.05, 0.07, 0.14], [0.07, -0.05, 0.20], [0.02, 0.00, 0.01], [0.02, 0.00, 0.00], [0.03, 0.00, -0.01], [0.04, 0.02, -0.07], [-0.02, -0.05, 0.01], [-0.03, 0.13, 0.11], [0.00, 0.00, 0.00], [0.01, -0.01, 0.00], [0.00, -0.01, -0.01], [-0.03, -0.03, -0.05], [0.03, 0.11, -0.08], [0.74, 2.36, 1.32], [0.00, -0.01, -0.01], [0.00, -0.01, -0.01], [-0.01, -0.01, 0.00]]
}



{
  "formula": "C19H24O5",
  "method": "wB97M-V/def2-TZVPD",
  "smiles": "COc1cc(O)cc2c1C(=O)O[C@H](C)CCCC(=O)CCC/C=C\\2",
  "e_homo_ha": -0.312,
  "mol_weight_g_mol": 332.4,
  "multiplicity": 1,
  "lumo_ev": 0.700,
  "energy_ha": -1114.603953,
  "relative_energy_kcal_mol": 27.2,
  "total_charge": 0,
  "symbols": ["C", "H", "O", "C", "C", "C", "C", "C", "C", "C", "O", "O", "C", "C", "H", "H", "H", "C", "H", "C", "H", "H", "C", "C", "O", "C", "H", "C", "H", "H", "C", "C", "C", "H", "H", "H", "H", "H", "H", "H", "H", "H", "H", "O", "H", "H", "H", "H"],
  "xyz": [[-4.10945, -2.12156, -1.87938], [-4.48908, -1.36062, -2.56782], [-2.93071, -1.69497, -1.23815], [-2.97488, -0.57156, -0.48087], [-4.12068, 0.17057, -0.23708], [-4.05909, 1.29293, 0.58342], [-2.85968, 1.67718, 1.16341], [-1.70526, 0.94146, 0.92724], [-1.76290, -0.17899, 0.10657], [-0.52117, -0.95922, -0.16814], [0.02868, -1.02098, -1.23970], [-0.09308, -1.56027, 0.93800], [1.11932, -2.33046, 0.87261], [1.09735, -3.26272, 2.07538], [0.19380, -3.86674, 2.06412], [1.11394, -2.68059, 2.99296], [1.96279, -3.91868, 2.04927], [2.34214, -1.39705, 0.86520], [3.04257, -1.70163, 1.64433], [3.05797, -1.37080, -0.48640], [3.60907, -2.30393, -0.62484], [2.31964, -1.29968, -1.28446], [4.03418, -0.19535, -0.57861], [3.34401, 1.14419, -0.39427], [3.60828, 1.86423, 0.53776], [2.35280, 1.51348, -1.47307], [2.91445, 1.55962, -2.40985], [1.63680, 2.84124, -1.21631], [2.29388, 3.48725, -0.62953], [1.43923, 3.33542, -2.16942], [0.30782, 2.66471, -0.47992], [0.47081, 2.12470, 0.90722], [-0.42286, 1.36841, 1.52730], [-0.25606, 1.03838, 2.54468], [1.37924, 2.41455, 1.41686], [-0.17778, 3.64464, -0.40887], [-0.35444, 2.01460, -1.05678], [1.62248, 0.70958, -1.58104], [4.80009, -0.28955, 0.19448], [4.52047, -0.20790, -1.55604], [1.99689, -0.39087, 1.11444], [1.09280, -2.91364, -0.05731], [-2.81388, 2.55339, 1.79551], [-5.21187, 1.98307, 0.78611], [-5.04388, 2.73340, 1.36909], [-5.07590, -0.08882, -0.66084], [-3.83051, -3.01060, -2.44246], [-4.88831, -2.37976, -1.15477]],
  "atomic_forces_ev_per_a": [[-0.21, -0.10, -0.11], [0.02, -0.02, 0.04], [0.21, 0.22, 0.20], [0.16, 0.20, 0.18], [-0.20, -0.02, -0.09], [0.41, -0.09, 0.05], [-0.16, 0.05, 0.00], [-0.22, -0.25, -0.29], [-0.08, -0.05, -0.08], [-0.17, 0.18, -0.15], [0.01, -0.07, -0.01], [-0.19, -0.18, 0.34], [0.52, -0.27, -0.02], [-0.24, 0.28, -0.33], [-0.06, -0.09, 0.03], [0.05, 0.04, 0.14], [0.11, -0.05, 0.01], [-0.21, -0.15, -0.35], [0.02, 0.05, 0.07], [0.03, 0.15, 0.08], [-0.01, 0.00, -0.07], [0.03, -0.11, 0.03], [0.10, -0.14, 0.21], [0.24, -0.43, -0.33], [0.02, 0.14, 0.17], [-0.19, 0.53, 0.16], [0.05, -0.11, -0.03], [-0.07, -0.11, -0.07], [-0.02, 0.05, -0.08], [0.03, 0.02, 0.02], [0.11, 0.14, -0.09], [-0.06, 0.08, -0.08], [0.05, -0.04, 0.27], [0.13, 0.02, 0.11], [0.07, -0.01, 0.17], [-0.05, -0.03, -0.04], [-0.05, 0.06, -0.04], [0.05, -0.11, -0.09], [0.02, 0.10, -0.05], [0.05, 0.04, -0.04], [-0.02, -0.03, 0.12], [-0.01, 0.10, 0.14], [0.00, 0.10, 0.05], [-0.15, 0.06, 0.00], [0.02, -0.11, -0.07], [-0.10, -0.09, -0.07], [-0.07, 0.06, 0.03], [0.03, 0.02, -0.03]]
}



{
  "formula": "C4H4N2O2",
  "method": "wB97M-V/def2-TZVPD",
  "smiles": "C#C/C(=N/O)ON=C",
  "e_homo_ha": -0.346,
  "mol_weight_g_mol": 112.1,
  "multiplicity": 1,
  "lumo_ev": 0.387,
  "energy_ha": -414.575819,
  "relative_energy_kcal_mol": 169.7,
  "total_charge": 0,
  "symbols": ["C", "C", "C", "C", "H", "H", "H", "H", "N", "N", "O", "O"],
  "xyz": [[0.95209, 0.18014, -0.27385], [-2.13557, -0.89042, 0.70148], [1.25999, 1.61574, -0.24768], [1.73350, 2.68250, -0.12425], [0.19906, -2.02001, -0.56708], [-2.67863, 0.00563, 1.11583], [-2.68690, -1.80241, 0.74145], [1.89637, 3.80063, -0.11211], [1.66421, -0.77922, -0.75870], [-0.93857, -0.99064, 0.35964], [1.09728, -2.06678, -1.03000], [-0.36282, 0.26484, 0.19527]],
  "atomic_forces_ev_per_a": [[-0.56, 0.48, -0.50], [-1.57, 0.56, 1.50], [1.01, -4.32, -0.27], [0.67, 5.39, 0.03], [1.16, -0.38, -0.67], [0.96, -0.52, -1.00], [-0.18, -0.65, 0.13], [0.00, -2.21, 0.08], [-1.02, 0.63, -0.13], [0.04, 0.37, -0.95], [-0.83, 1.90, 1.57], [0.32, -1.26, 0.20]]
}



{
  "formula": "C4H12NOPS",
  "method": "wB97M-V/def2-TZVPD",
  "smiles": "CCP(N)S.CC=O",
  "e_homo_ha": -0.294,
  "mol_weight_g_mol": 153.2,
  "multiplicity": 1,
  "lumo_ev": 0.749,
  "energy_ha": -1029.090498,
  "relative_energy_kcal_mol": 46.3,
  "total_charge": 0,
  "symbols": ["C", "C", "C", "C", "N", "O", "P", "S", "H", "H", "H", "H", "H", "H", "H", "H", "H", "H", "H", "H"],
  "xyz": [[-3.54172, -1.02332, -0.67371], [1.07568, 2.25566, 0.58776], [-2.24749, -0.45819, -1.24502], [1.78757, 0.99540, 0.93868], [3.21324, -0.99373, -0.02620], [-1.15924, -0.92686, -1.07742], [1.48480, -0.49151, -0.19370], [0.64384, -1.62931, 1.30463], [-3.68102, -2.03196, -0.92681], [-3.62080, -0.89352, 0.36310], [-4.37943, -0.56557, -1.18389], [1.23731, 2.71680, -0.40539], [-0.05443, 2.06293, 0.60805], [1.25257, 2.98276, 1.32107], [-2.44755, 0.56717, -1.78926], [-0.57783, -1.59798, 0.64011], [1.36975, 0.70283, 1.93888], [2.86043, 0.90641, 1.02903], [3.59017, -0.52653, -0.83978], [3.19415, -2.05147, -0.37012]],
  "atomic_forces_ev_per_a": [[0.20, 0.84, -2.02], [-1.98, -0.09, -1.61], [-1.39, 1.52, 0.06], [-0.81, -1.44, 0.60], [-1.32, -3.28, -1.09], [-0.57, 0.08, -0.64], [1.45, 1.21, 0.48], [-1.52, -1.14, 0.03], [0.36, -1.73, -0.04], [0.02, 0.27, 1.54], [-0.21, 0.60, 0.17], [0.35, -0.42, 0.38], [1.38, 0.17, 0.05], [0.26, 1.27, 1.03], [0.81, -1.49, 0.52], [1.08, -0.40, 0.69], [0.61, 0.13, -0.85], [0.42, 1.06, 0.02], [0.60, 0.18, -0.27], [0.26, 2.64, 0.95]]
}



{
  "formula": "C5H8O2",
  "method": "wB97M-V/def2-TZVPD",
  "smiles": "C=CC(=O)CCO",
  "e_homo_ha": -0.353,
  "mol_weight_g_mol": 100.1,
  "multiplicity": 1,
  "lumo_ev": 0.470,
  "energy_ha": -345.760990,
  "relative_energy_kcal_mol": 27.6,
  "total_charge": 0,
  "symbols": ["O", "C", "C", "C", "C", "C", "O", "H", "H", "H", "H", "H", "H", "H", "H"],
  "xyz": [[-0.79780, -1.51947, -0.79267], [-1.21650, 2.30725, 0.10783], [-0.83156, 1.08954, 0.48214], [0.59604, -1.61643, -0.56001], [0.94417, -0.76261, 0.65643], [0.60854, 0.69913, 0.41047], [1.48056, 1.50046, 0.13063], [-0.97678, -1.77354, -1.70463], [-2.25972, 2.60937, 0.12153], [-0.47769, 3.02671, -0.23560], [-1.54247, 0.33265, 0.80007], [0.88877, -2.65975, -0.37007], [1.17161, -1.25625, -1.42495], [2.01815, -0.83642, 0.85169], [0.39469, -1.14065, 1.52714]],
  "atomic_forces_ev_per_a": [[-0.14, -0.11, -0.26], [0.03, -0.13, 0.05], [-0.12, 0.23, -0.05], [0.40, -0.02, 0.06], [0.03, -0.02, 0.05], [0.27, 0.16, -0.09], [-0.31, -0.32, 0.10], [-0.03, 0.00, 0.15], [0.15, -0.06, 0.03], [-0.09, -0.09, 0.05], [0.10, 0.14, -0.03], [-0.04, 0.17, -0.03], [-0.12, -0.04, 0.11], [-0.16, 0.01, -0.02], [0.03, 0.07, -0.11]]
}



{
  "formula": "C3H5IS",
  "method": "wB97M-V/def2-TZVPD",
  "smiles": "SC/C=C/I",
  "e_homo_ha": -0.332,
  "mol_weight_g_mol": 200.0,
  "multiplicity": 1,
  "lumo_ev": 0.482,
  "energy_ha": -813.133211,
  "relative_energy_kcal_mol": 12.6,
  "total_charge": 0,
  "symbols": ["C", "C", "C", "S", "I", "H", "H", "H", "H", "H"],
  "xyz": [[1.02928, -0.54215, -0.15079], [-0.45187, -0.43918, -0.31078], [-1.39248, 0.38272, 0.12174], [2.07533, 1.07871, -0.25466], [-3.34655, -0.04504, -0.11704], [1.30891, -0.91262, 0.92460], [1.53122, -1.17944, -0.79421], [-0.81885, -1.32431, -0.77117], [-1.20273, 1.20961, 0.79731], [1.26774, 1.77170, 0.55500]],
  "atomic_forces_ev_per_a": [[0.93, 2.60, 4.04], [0.30, -0.59, -0.19], [1.59, 0.36, 0.92], [-1.06, -1.10, -0.11], [-1.24, -0.14, -0.18], [-0.76, 0.47, -1.89], [0.47, -1.24, -1.53], [-0.36, -0.66, -0.74], [0.08, 0.23, -0.38], [0.05, 0.07, 0.06]]
}



HOMO-LUMO gap
In order: 9.48; 9.19; 9.80; 8.76; 10.07; 9.52
Unit: eV